This record from the OMol25 dataset describes a structure of composition C14H23IrO. The level of theory is ωB97M-V/def2-TZVPD.

Summary:
LUMO energy (alpha / beta) (eV): -7.37 / -11.86
2S+1: 5
Highest occupied orbital energy (alpha / beta) (eV): -13.5 / -18.5
Net charge: +2
Gap between HOMO and LUMO (alpha / beta) (eV): 6.16 / 6.61

Geometry (Å):
1 H -0.52289 -3.13202 1.67472
2 C -2.06980 -1.02088 0.59692
3 H -1.90418 -1.56903 2.66353
4 H 0.42731 -1.62374 -2.98707
5 H -4.15404 1.09391 -0.51401
6 C -0.79269 -3.28869 0.62182
7 H 1.87311 0.35153 1.89028
8 O 1.65791 2.34303 -0.76783
9 H 3.52172 -3.18026 1.61859
10 H -2.49878 0.19056 -3.46867
11 H 1.82812 -2.09173 0.14656
12 H -1.59048 -4.04442 0.59815
13 H 3.11607 -0.96562 0.53449
14 H -0.72651 0.22419 -3.43597
15 C 0.96521 1.43949 -0.49241
16 C -1.25142 -2.02118 -0.02051
17 H -2.75865 -0.03784 2.36596
18 C 2.80236 -2.47632 2.05023
19 H -3.55875 -1.58387 2.03328
20 H -2.70199 2.08554 -0.72553
21 H -3.16200 1.51892 0.89397
22 C -3.12725 1.24981 -0.16435
23 Ir -0.13158 0.03896 -0.07895
24 C -2.30320 0.02630 -0.36338
25 C 2.27571 -1.52226 0.97783
26 H 0.77273 -0.98523 2.41778
27 H 0.07401 -3.70624 0.09975
28 C -1.62662 0.44044 -2.85651
29 H 0.56315 -3.01319 -1.88784
30 H -0.78229 -2.91595 -3.03862
31 H -1.65470 1.51251 -2.64439
32 C -0.13916 -2.32900 -2.37181
33 C -1.62340 -0.33803 -1.58808
34 H 1.98819 -3.05932 2.49993
35 C 1.28295 -0.51590 1.56021
36 H 3.30601 -1.91765 2.84749
37 C -2.59835 -1.05330 1.99065
38 H 0.03223 0.62228 1.65383
39 C -0.95725 -1.60060 -1.36188

=====

This record from the OMol25 dataset describes a cluster of 5 separate species, C28H71BN3O13P in total. The level of theory is ωB97M-V/def2-TZVPD.

Summary:
LUMO energy (eV): 0.36
Highest occupied orbital energy (eV): -7.8
Gap between HOMO and LUMO (eV): 8.19

Geometry (Å):
1 H -3.31015 4.71609 -1.14908
2 C 0.37242 5.43504 -0.92935
3 H -0.09892 7.68815 -3.24666
4 C -3.27685 2.91827 -3.98708
5 H -2.27317 2.58543 -4.25979
6 H -3.12725 -0.25605 2.66505
7 H 1.04165 -9.53001 -0.97844
8 C -3.47620 -0.27906 6.07558
9 C 2.44011 -10.17342 -2.45708
10 H 3.95438 -8.15489 -3.17016
11 O -3.14163 4.30641 -3.72726
12 H -3.61370 0.33731 8.11435
13 H 4.03059 -8.63458 -4.87797
14 O 2.42366 -8.03684 -1.34580
15 C 4.03192 -9.00531 -3.85098
16 H 0.78884 -3.47762 -1.47855
17 C -3.51915 0.69197 3.05659
18 O -4.87871 3.38412 -1.37907
19 C -1.27026 1.33579 2.93164
20 O 3.71432 7.47583 0.13957
21 H 1.28561 -0.89967 3.74338
22 H 3.49123 0.32959 3.71414
23 H -3.09904 -1.22616 6.46719
24 H 4.10744 5.01377 -2.04519
25 C 1.71403 -6.83326 -1.15758
26 H 4.23468 -4.08540 -0.72110
27 H -2.62968 0.33734 5.76358
28 C 2.30816 -3.20838 -0.38279
29 H -5.18025 2.32398 8.75987
30 H 0.92901 -6.94540 -0.39862
31 H -3.96872 3.27358 -5.98293
32 H -3.59864 2.37236 -3.09765
33 H -4.01086 6.02402 -3.18417
34 H 4.14735 -3.12949 0.77390
35 H 1.91005 2.35786 0.73848
36 C -4.61593 0.40138 4.05690
37 H 5.36695 8.44582 0.95082
38 C -4.31376 4.66119 -1.59322
39 H 5.19081 6.89632 -1.18731
40 H 0.97219 -2.43291 3.20622
41 H 0.32713 0.30084 0.20315
42 H -5.03724 1.85956 -0.07056
43 H 1.91116 -3.58951 1.65558
44 N 1.56839 -1.62277 3.09135
45 H 0.48044 -3.18233 0.70494
46 H 5.33806 -10.66985 -4.18885
47 C 3.81843 -3.18642 -0.26383
48 H -1.35457 1.71627 1.90739
49 H -5.16609 -0.12424 7.38337
50 H 1.75874 6.13142 0.55482
51 O -4.47401 1.76003 6.88632
52 O 2.70637 4.70401 -0.64216
53 C -4.22024 4.95776 -3.07468
54 H 1.79642 -11.04578 -2.58815
55 H 3.05632 2.05676 3.59224
56 H 4.17602 1.34101 2.45243
57 C -4.57801 2.84571 -0.11505
58 H -6.17357 3.64264 -6.51170
59 H 0.29618 4.59060 -1.62773
60 C 3.48911 5.62616 -1.38583
61 H 2.42543 -6.08101 -0.82733
62 P 1.67874 -1.06250 1.49539
63 H 6.15492 -9.09815 -4.04497
64 C 4.42285 6.45684 -0.53413
65 C -5.47082 2.32711 7.70215
66 H -5.47770 0.03111 3.49761
67 O 0.52199 6.64970 -1.63342
68 N 1.80975 -3.47909 -1.52475
69 H 1.25376 -6.48851 -2.08992
70 H -5.17498 4.73662 -3.55736
71 H -3.49501 2.74263 0.02983
72 O -4.29427 -0.63377 4.97289
73 H -5.60916 3.35691 7.37910
74 C 1.53567 -2.93024 0.86760
75 O -5.54468 2.69574 -4.77497
76 H 0.88057 -8.70882 -2.54607
77 H 7.53456 -10.62714 -2.44171
78 H 4.92941 5.80417 0.18940
79 O 2.89542 -9.84932 -3.76094
80 C 3.25974 1.14375 3.02570
81 H 2.97617 -1.01114 0.85351
82 H -0.00868 -1.30627 -0.08474
83 O 5.57202 -9.96252 -2.26023
84 N 0.30585 -0.63043 0.59769
85 B 2.08244 0.83726 2.02870
86 H 0.02308 5.93071 -3.51992
87 H -6.42029 1.78743 7.60647
88 C 1.54528 5.21579 -0.00054
89 H -3.95606 1.24888 2.21425
90 H 4.22313 -2.32967 -0.80484
91 H 4.63021 7.20017 1.98158
92 O -2.48068 1.44658 3.64499
93 H 3.78815 8.74572 1.70843
94 H 3.26955 -10.44327 -1.79933
95 H 6.29121 -11.89458 -2.49781
96 H -4.90111 1.31970 4.57512
97 C 4.41638 7.98618 1.24777
98 H 6.65475 -11.06844 -0.96218
99 C -4.22179 0.40568 7.20030
100 H -0.52479 1.93010 3.45690
101 H 1.26648 4.43992 0.71609
102 C 5.34687 -9.72161 -3.63478
103 H -7.42115 2.86949 -5.50218
104 H -6.34735 1.87468 -6.50973
105 C 1.60547 -9.08777 -1.81345
106 H -1.33016 6.58681 -2.58445
107 C 6.56230 -10.93658 -2.03843
108 H -3.96626 1.56779 -5.48709
109 H -0.54965 5.45977 -0.32986
110 O 1.41061 1.90203 1.42373
111 H -0.94041 0.29233 2.86686
112 C -4.18733 2.59131 -5.15028
113 H -4.97684 3.45957 0.70192
114 H 2.85997 6.27779 -1.99600
115 C -0.26250 6.70831 -2.80254
116 C -6.40697 2.77401 -5.88456
117 H -4.93565 5.43328 -1.11794

=====

This record from the OMol25 dataset describes an isolated molecule of C5H5NO. The level of theory is ωB97M-V/def2-TZVPD.

Summary:
LUMO energy (eV): 0.78
Highest occupied orbital energy (eV): -10.0
Gap between HOMO and LUMO (eV): 10.81

Geometry (Å):
1 C 1.60545 0.13531 1.25397
2 H 2.21788 -0.28275 2.01729
3 C 0.99011 0.74288 0.40926
4 C -1.22115 -0.38980 -0.21277
5 H -0.69341 1.77452 -0.35717
6 O 0.25471 0.84004 -1.86410
7 H 1.05441 0.30235 -1.94753
8 C -0.62038 -1.31383 0.72555
9 C -0.13487 0.84799 -0.51391
10 H -2.17232 -0.01498 0.19476
11 H -1.42675 -0.87747 -1.17325
12 N 0.14631 -1.76425 1.46789

=====

Copy entry 3 word for word.
This record from the OMol25 dataset describes an isolated molecule of C5H5NO. The level of theory is ωB97M-V/def2-TZVPD.

Summary:
LUMO energy (eV): 0.78
Highest occupied orbital energy (eV): -10.0
Gap between HOMO and LUMO (eV): 10.81

Geometry (Å):
1 C 1.60545 0.13531 1.25397
2 H 2.21788 -0.28275 2.01729
3 C 0.99011 0.74288 0.40926
4 C -1.22115 -0.38980 -0.21277
5 H -0.69341 1.77452 -0.35717
6 O 0.25471 0.84004 -1.86410
7 H 1.05441 0.30235 -1.94753
8 C -0.62038 -1.31383 0.72555
9 C -0.13487 0.84799 -0.51391
10 H -2.17232 -0.01498 0.19476
11 H -1.42675 -0.87747 -1.17325
12 N 0.14631 -1.76425 1.46789